The following is a DFT calculation (ωB97M-V with the def2-TZVPD basis set) of the molecule C6H12 in a non-equilibrium geometry.

Properties
**LUMO**: 0.038 hartree
**HOMO-LUMO gap**: 9.8 eV
**SMILES**: CCC=C(C)C
**Strongest force on any atom**: 3.988 eV/Å

The geometry in XYZ format:
```
18
Properties=species:S:1:pos:R:3:forces:R:3
H -0.166152 -1.692030 0.610599 -0.1 1.2 -0.5
C -1.520587 0.077892 0.692274 -1.7 0.7 0.5
C -0.166797 -0.584592 0.403823 -0.3 -0.2 0.6
H 2.719709 -0.775702 -1.152635 -0.6 -0.4 0.9
H 1.627054 1.746006 1.113547 -0.6 -0.5 -3.9
C 1.326912 1.428490 -0.121669 -1.2 0.5 2.2
H 0.235501 1.929986 -0.331292 3.2 -0.5 0.1
H -1.553544 1.211028 1.165094 0.5 -2.6 -1.9
H 2.233715 1.585634 -0.865278 -2.2 0.2 1.6
C 2.202100 -0.980910 -0.168629 0.6 1.9 -0.3
H -3.558407 0.094866 -0.407595 0.6 0.5 -0.1
H -2.589442 -1.170210 -0.940225 0.7 -0.5 0.1
H 1.943272 -2.016732 -0.051480 0.0 -0.4 0.0
C 0.997483 -0.059794 -0.002334 0.4 -0.4 0.2
H -2.024723 -0.452178 1.580967 0.8 0.4 -1.5
H -2.134318 0.444652 -1.496206 -0.1 0.0 0.3
C -2.499610 -0.137278 -0.642215 0.3 0.9 2.0
H 2.927839 -0.649130 0.613258 -0.3 -0.6 -0.5
```
Forces are in eV/Å.

Electronic structure analysis, natural (NBO) charges in units of e: 0.197 -0.444 -0.226 0.207 0.220 -0.666 0.238 0.213 0.235 -0.629 0.205 0.207 0.216 0.001 0.214 0.207 -0.604 0.210

=====

The following is a DFT calculation (ωB97M-V with the def2-TZVPD basis set) of the molecule C6H12 in a non-equilibrium geometry.

Properties
**LUMO**: 0.044 hartree
**HOMO-LUMO gap**: 10.1 eV
**SMILES**: CC(C)C1CC1
**Strongest force on any atom**: 3.131 eV/Å

The geometry in XYZ format:
```
18
Properties=species:S:1:pos:R:3:forces:R:3
C 1.502305 -0.555637 0.611861 -0.1 0.1 0.2
H 1.353960 0.959897 -1.737884 -0.4 -0.2 0.3
C 0.282933 0.782465 -1.875559 -0.4 1.3 0.8
C 0.051612 -0.844780 0.187205 -0.4 -0.1 0.9
H 0.031323 -1.896986 -0.176951 -0.2 0.4 0.6
H 0.055410 1.851076 0.279195 -0.2 -0.4 -0.4
H 2.262371 -0.781727 -0.148967 -0.4 0.0 0.0
H -1.431563 -0.330149 -1.302286 0.1 -0.3 0.0
H 1.640602 0.488961 0.905027 0.0 -0.1 0.0
H 0.024328 0.732130 -2.952457 -0.4 0.6 1.0
C -0.640119 1.414127 -0.446146 1.3 1.0 -2.7
H -1.242118 0.315825 1.944677 1.0 -0.5 -1.4
H -1.981094 -1.021472 1.080602 0.4 -0.1 0.1
H 1.747575 -1.167634 1.485080 0.0 0.1 0.0
C -0.994049 -0.640533 1.388213 0.3 -0.8 0.1
H -0.581385 -1.267118 2.159597 -0.3 -0.6 0.6
C -0.490786 0.027517 -0.888349 -0.3 -0.3 0.4
H -1.591305 1.934037 -0.512859 0.2 -0.1 -0.5
```
Forces are in eV/Å.

Electronic structure analysis, natural (NBO) charges in units of e: -0.617 0.207 -0.407 -0.195 0.204 0.206 0.214 0.216 0.202 0.218 -0.381 0.220 0.208 0.212 -0.625 0.204 -0.299 0.214

=====

The following is a DFT calculation (ωB97M-V with the def2-TZVPD basis set) of a structure of composition C6H12AlBr2N2O in a non-equilibrium geometry.

Properties
**LUMO**: 0.108 hartree
**HOMO-LUMO gap**: 8.3 eV
**Strongest force on any atom**: 2.832 eV/Å
**Charge**: -1

The geometry in XYZ format:
```
24
Properties=species:S:1:pos:R:3:forces:R:3
C -0.386730 1.262534 -0.867594 0.3 0.0 -0.1
H -0.094360 2.342522 -0.955236 -0.1 -0.8 0.4
H -0.681795 1.054137 0.200916 0.1 0.4 -0.7
C 0.041064 -1.493408 1.126102 0.4 0.6 -0.4
H -2.753713 1.601220 -0.055051 0.2 -0.1 -0.7
Br -0.366428 -3.322777 1.863062 -0.2 0.6 0.4
H 1.250314 -0.498895 -2.753852 0.1 0.1 -0.1
O 2.755604 1.087308 -1.020060 -0.4 -0.1 1.7
H 1.044688 0.279559 1.845751 -0.4 -0.5 0.4
H -3.493673 1.992951 -1.649710 0.3 -0.5 0.3
N 3.595367 0.903202 1.252548 0.2 0.4 1.4
H 2.157165 -1.689913 0.562363 -0.7 -0.4 -0.5
C 3.127151 1.087348 0.216155 0.1 -0.6 -2.8
Br 0.806327 -3.168593 -1.104318 0.5 0.6 0.0
C -2.852366 1.260161 -1.107580 -0.1 -0.8 -0.3
C 0.378175 -0.500747 2.288597 0.5 0.0 -0.8
H -3.350617 0.255979 -1.060088 -0.1 0.9 0.0
Al 1.197794 0.025494 -1.255345 -0.4 0.6 -0.3
H -0.902219 -1.152935 0.648134 0.5 -0.6 0.3
C 1.177691 -1.560780 0.042073 -0.5 -0.1 1.2
H 0.953130 -0.981419 3.108187 -0.5 0.3 -0.5
N -1.543342 1.055836 -1.775498 -0.3 0.3 0.9
H -0.524718 0.019676 2.665993 0.5 -0.6 -0.1
H -1.534509 0.141538 -2.215548 0.1 0.2 0.2
```
Forces are in eV/Å.

Electronic structure analysis, natural (NBO) charges in units of e: -0.789 0.191 0.157 -0.218 0.185 -0.098 -0.418 -0.811 0.240 0.175 -0.556 0.231 0.556 -0.066 -0.417 -0.650 0.175 1.550 0.208 -0.780 0.225 -0.650 0.212 0.350

=====

The following is a DFT calculation (ωB97M-V with the def2-TZVPD basis set) of a structure of composition C6H12AuN2OP in a non-equilibrium geometry.

Properties
**LUMO (alpha / beta)**: 0.020 / -0.037 hartree
**HOMO-LUMO gap (alpha / beta)**: 4.2 / 6.8 eV
**Strongest force on any atom**: 6.908 eV/Å
**Expectation value of S²**: 2.02
**Multiplicity**: 3

The geometry in XYZ format:
```
23
Properties=species:S:1:pos:R:3:forces:R:3
C 0.086336 0.135259 2.716211 -0.3 -0.1 -1.0
P -0.540124 -1.848333 -0.126243 0.3 -0.6 0.2
N 1.211489 0.030944 3.506334 0.0 0.2 -0.4
H -0.328082 -3.029034 -0.842047 -0.4 -0.4 -0.2
H -1.773910 1.861885 -3.175774 0.9 -0.2 0.2
N -1.103659 0.143013 3.407169 0.4 0.2 -0.2
H 1.600546 -1.006800 -2.975084 -0.3 0.1 0.3
C 1.167001 0.739125 -1.751170 1.5 0.7 -0.1
H 2.092792 0.176946 3.018836 -0.5 0.0 0.3
C 0.085987 1.720252 -1.798804 0.6 1.3 -1.1
Au -1.244274 0.052843 -1.303087 -4.7 -2.6 4.3
H -0.858259 -0.581347 -4.044016 0.2 0.1 0.4
H 1.997546 0.724583 -1.035169 -0.4 0.3 -0.5
H 0.767494 -1.827068 0.362512 0.3 -0.1 0.2
H 0.199102 2.723675 -1.412403 -0.4 -0.2 0.4
O 0.127291 0.134435 1.476202 0.3 0.3 1.8
C -0.402527 -0.018688 -3.228222 -0.4 1.8 -1.6
H 1.132859 0.358604 4.457047 0.3 -0.1 -0.1
H -1.085224 0.402368 4.384660 -0.3 -0.1 -0.3
H -1.923237 0.357602 2.850328 0.2 0.0 0.2
C 0.929129 -0.202768 -2.677105 1.3 -0.8 -1.0
C -0.901892 1.322602 -2.778847 1.3 0.4 -2.1
H -1.236394 -2.370093 0.968678 0.1 -0.1 0.1
```
Forces are in eV/Å.

Electronic structure analysis, natural (NBO) charges in units of e: 0.784 0.064 -0.838 -0.020 0.266 -0.841 0.228 -0.285 0.409 -0.292 0.374 0.240 0.236 -0.008 0.234 -0.689 -0.354 0.383 0.384 0.418 -0.281 -0.424 0.014

=====

The following is a DFT calculation (ωB97M-V with the def2-TZVPD basis set) of a cluster of 2 separate species, C6H12BN2O3 in total in a non-equilibrium geometry.

Properties
**LUMO**: -0.101 hartree
**HOMO-LUMO gap**: 10.3 eV
**Strongest force on any atom**: 3.815 eV/Å
**Charge**: +1

The geometry in XYZ format:
```
24
Properties=species:S:1:pos:R:3:forces:R:3
C -0.492428 2.107864 0.328149 -2.6 0.9 -2.6
B 4.014125 -0.771372 -0.088130 -1.3 0.1 0.0
O 0.735209 -0.190763 -0.875024 -2.0 1.1 0.1
N -1.071807 -1.397633 0.280081 1.2 -0.4 -1.0
H -0.487605 -3.360958 0.773317 1.3 -0.4 1.6
O 2.918157 -1.286153 -0.211932 -0.2 -0.9 -0.4
C -0.334052 -0.314383 -0.111306 -0.5 -1.0 0.4
C -2.172335 -0.969919 1.077425 2.2 -1.8 -1.3
N -0.934129 0.755962 0.410644 -0.3 -1.1 1.1
C -2.024185 0.340829 1.129045 -1.6 1.5 1.9
H 0.097570 -2.839593 -0.871904 -0.9 0.2 1.1
H -1.591940 -3.352808 -0.398554 0.3 0.8 -0.6
H 1.397147 -0.886263 -0.955369 0.6 -0.8 0.7
C -0.695866 -2.790086 -0.074113 -1.2 0.3 -1.7
O 4.951296 0.033504 0.234172 1.7 0.8 0.3
H -0.647119 3.625530 -1.169449 -0.3 -0.2 -0.7
H 5.748127 0.278211 -0.250181 -0.2 -0.2 0.0
C -0.993464 2.590724 -1.093460 3.0 -1.0 0.5
H -2.601073 0.974991 1.821905 0.5 0.0 -0.9
H 0.539787 2.101919 0.459072 1.7 0.5 0.2
H -0.504211 1.869757 -1.829840 -0.6 1.4 0.5
H -2.048208 2.479047 -1.158133 -0.9 0.2 0.0
H -2.745800 -1.733359 1.573725 -0.3 0.4 0.0
H -1.057207 2.734943 0.999858 0.3 -0.2 0.9
```
Forces are in eV/Å.

Electronic structure analysis, natural (NBO) charges in units of e: -0.213 1.314 -0.651 -0.332 0.227 -0.945 0.729 -0.061 -0.328 -0.039 0.238 0.233 0.558 -0.421 -0.895 0.231 0.556 -0.597 0.254 0.224 0.216 0.217 0.257 0.228

=====

The following is a DFT calculation (ωB97M-V with the def2-TZVPD basis set) of a structure of composition C6H12BeN2OP in a non-equilibrium geometry.

Properties
**LUMO (alpha / beta)**: 0.119 / 0.118 hartree
**HOMO-LUMO gap (alpha / beta)**: 4.2 / 3.2 eV
**Strongest force on any atom**: 2.652 eV/Å
**Charge**: -1

The geometry in XYZ format:
```
23
Properties=species:S:1:pos:R:3:forces:R:3
H -1.692930 -0.632941 -3.675336 0.3 0.0 0.4
C 0.189812 0.045151 -2.673524 -0.2 -0.7 0.5
C 0.233722 -0.210190 2.415505 0.1 -0.2 -0.2
H 1.170168 0.092186 4.214407 0.1 0.0 -0.1
Be 0.696618 0.591783 0.086621 0.5 -0.3 -2.0
H 2.225443 -0.278318 2.821947 -0.6 0.4 0.2
H 0.419032 1.002765 -3.148954 -0.2 -0.3 0.1
N 1.299286 -0.078935 3.216654 0.0 -0.4 -0.6
H 0.476114 3.519637 0.045409 -1.0 -0.3 -0.2
H -1.529103 2.678789 0.573789 0.2 0.3 0.1
H -1.813599 -0.286288 2.342983 0.6 0.2 0.3
P -0.378230 2.395379 -0.229804 0.5 0.0 0.1
N -0.998648 -0.167441 2.951645 0.2 -0.1 -0.8
H -0.866040 2.693749 -1.542046 0.2 0.3 0.1
C -0.761965 -1.985732 -2.131615 1.0 0.4 0.1
C 0.420438 -1.868002 -1.382420 -0.4 0.3 -0.4
H -1.106801 0.075278 3.935540 -0.1 0.0 0.1
C 1.025466 -0.555797 -1.618986 -1.0 0.0 -0.4
H 0.851524 -2.659879 -0.766404 -0.2 0.4 0.0
H 2.090499 -0.316271 -1.476605 -0.4 -0.3 -0.2
H -1.445826 -2.837970 -2.168642 0.3 0.3 0.2
C -0.903886 -0.804924 -2.937391 1.0 0.6 0.2
O 0.398897 -0.412034 1.147227 -0.7 -0.5 2.5
```
Forces are in eV/Å.

Electronic structure analysis, natural (NBO) charges in units of e: 0.192 -0.276 0.641 0.300 0.922 0.408 0.194 -0.925 0.014 -0.026 0.406 -0.229 -0.903 -0.018 -0.327 -0.246 0.280 -0.742 0.198 0.245 0.193 -0.339 -0.961